# 1
Computed, not measured: a molecular structure, C30H45NO3P2PtS in a non-equilibrium geometry, with the ωB97M-V functional and the def2-TZVPD basis.

Structure (XYZ):
```
83
Properties=species:S:1:pos:R:3
Pt 0.00 0.15 -3.38
S 0.50 3.04 0.17
P 2.53 1.41 -1.82
P -2.32 -0.14 -3.44
O 0.66 4.14 -0.77
O -2.77 1.34 0.20
O 1.73 2.45 0.65
N -0.63 1.94 -0.30
C -0.95 -0.67 1.82
C 0.75 1.77 -2.58
C -1.11 -1.31 0.58
C -2.01 4.15 3.67
C 0.62 -2.38 -0.88
C 1.08 -0.53 0.74
C 0.15 -1.23 -0.11
C -1.90 0.60 -5.04
C -1.21 1.88 -4.88
C 2.55 -0.50 0.62
C 0.13 4.43 2.58
C 1.40 1.24 -5.02
C 0.37 -0.16 1.92
C 0.95 2.36 -5.97
C -2.42 3.24 2.69
C -2.13 -2.01 -3.29
C -1.58 2.96 1.63
C 3.15 -0.14 -2.90
C -0.74 4.75 3.63
C -0.33 3.57 1.60
C -1.50 -0.44 -6.12
C -2.26 -2.11 0.24
C -3.43 0.99 -2.68
C -1.99 -0.66 2.86
C -1.75 2.03 0.45
C 0.86 -0.11 -5.18
C 0.05 -0.54 -6.38
C 0.96 0.40 3.13
C -0.58 2.47 -6.12
C 3.21 3.00 -2.28
H 1.62 -0.89 -5.01
H 0.19 0.11 -7.24
H 3.68 0.23 -3.81
H 3.88 -0.71 -2.33
H -1.95 2.61 -4.45
H 0.50 2.09 -3.70
H 1.23 3.31 -5.56
H 2.92 -1.14 1.43
H -2.94 1.01 -5.33
H 2.94 0.51 0.74
H 2.36 -0.87 -3.20
H -3.00 -2.58 -3.61
H -3.09 1.95 -3.11
H -0.46 5.46 4.42
H -2.20 -1.65 3.25
H -0.19 -2.82 -1.46
H 0.29 -1.61 -6.60
H -2.13 -2.61 -0.70
H 2.52 1.30 -4.78
H -0.94 3.52 -6.25
H -0.88 1.86 -6.96
H 0.17 0.95 3.66
H -3.39 2.74 2.73
H -2.69 4.38 4.48
H -1.73 -0.03 3.70
H 3.72 2.95 -3.26
H 1.46 -2.16 -1.54
H -1.96 -2.11 -2.23
H -1.23 -2.40 -3.75
H 0.31 2.76 -2.15
H -4.43 0.72 -3.04
H -3.31 0.95 -1.59
H -2.14 -0.37 -7.03
H 3.90 3.30 -1.50
H -3.17 -1.51 0.23
H 1.14 4.88 2.55
H -2.40 -2.90 0.97
H 1.38 -0.36 3.81
H 0.94 -3.11 -0.09
H -2.93 -0.27 2.46
H 2.39 3.75 -2.35
H 1.48 2.30 -6.94
H 2.88 -0.89 -0.34
H 1.74 1.13 2.90
H -1.78 -1.41 -5.73
```

The calculation puts the energy above the lowest of the compared OMol25 structures with the same formula, charge and spin at 95.91 kcal per mole. The charge is +2. As for the spin multiplicity: 5. For the lowest unoccupied orbital energy (spin up / spin down), the calculation gives -7.6 / -8.0 eV. The orbital gap (spin up / spin down) is 5.7 / 5.3 eV.



# 2
Computed, not measured: 2 unconnected molecules or ions with the total composition C30H45O2Si in a non-equilibrium geometry, with the ωB97M-V functional and the def2-TZVPD basis.

Structure (XYZ):
```
78
Properties=species:S:1:pos:R:3
Si -1.98 0.04 0.72
O 2.85 -0.03 1.52
O -1.08 1.31 1.38
C -2.20 3.87 7.86
C 2.06 8.57 2.68
C 0.25 3.36 4.97
C -1.40 4.37 8.88
C -2.59 2.97 5.57
C -0.24 9.21 3.01
C -0.31 3.78 6.33
C 0.44 6.89 3.44
C -1.27 -0.63 -0.87
C -1.88 -1.30 2.02
C -0.56 7.93 3.43
C -1.96 4.70 10.24
C -3.73 0.63 0.44
C -1.94 7.66 3.92
C 0.51 4.25 7.37
C 1.06 9.55 2.61
C 1.34 10.92 2.11
C 1.61 0.47 1.60
C -0.04 4.55 8.62
C 1.27 1.62 0.94
C 0.96 4.48 4.17
C 2.96 6.33 3.17
C 2.97 -1.38 2.01
C -0.07 2.08 0.83
C -1.68 3.57 6.61
C 2.00 4.44 7.24
C 0.06 5.59 3.81
C 1.14 2.12 5.07
C 1.80 7.27 3.07
C -0.38 3.27 0.25
H 4.03 -1.55 2.20
H -1.40 3.59 0.08
H 2.59 -2.08 1.25
H -1.97 7.34 4.97
H -4.35 -0.21 0.10
H 3.09 8.84 2.41
H 2.51 4.09 8.15
H -2.27 1.96 5.25
H 2.39 11.04 1.84
H 2.03 2.29 5.68
H -3.03 4.50 10.29
H 1.40 4.01 3.26
H -0.60 3.06 4.33
H -1.80 5.75 10.50
H 3.30 6.17 4.21
H -0.85 -1.61 2.19
H 0.57 1.31 5.52
H 1.78 4.89 4.77
H -1.00 5.41 4.03
H 2.28 5.50 7.12
H 1.09 11.68 2.86
H -0.22 -0.92 -0.77
H 0.44 3.85 -0.16
H 2.02 2.19 0.36
H 1.47 1.80 4.07
H -1.35 0.10 -1.70
H -1.02 9.97 3.01
H -1.48 4.11 11.03
H 3.82 6.77 2.64
H -2.55 8.57 3.84
H 0.73 11.15 1.23
H -2.67 3.59 4.66
H 2.38 -1.50 2.93
H -2.44 6.88 3.33
H -1.84 -1.52 -1.16
H 2.45 3.89 6.41
H -3.77 1.41 -0.33
H -4.17 1.02 1.36
H -3.27 3.68 8.05
H 0.89 -0.13 2.19
H -3.60 2.87 5.98
H 2.77 5.36 2.70
H -2.29 -0.95 2.98
H 0.61 4.91 9.42
H -2.45 -2.18 1.70
```

The calculation puts the energy above the lowest of the compared OMol25 structures with the same formula, charge and spin at 22.60 kcal per mole. The charge is +1. For the lowest unoccupied orbital energy, the calculation gives -5.2 eV. The orbital gap is 4.8 eV.



# 3
Computed, not measured: a molecular structure, C30H46AlBF2N7O2P2, with the ωB97M-V functional and the def2-TZVPD basis.

Structure (XYZ):
```
91
Properties=species:S:1:pos:R:3
P -0.07 1.92 -1.96
P 2.94 0.54 -2.69
Al 1.07 1.16 0.25
F 3.98 0.52 0.35
F 3.77 2.73 -0.07
O 0.61 -0.50 -0.01
O 0.83 -1.82 -1.78
N 0.04 3.14 1.05
N 1.17 0.89 2.33
N 1.07 0.06 4.34
N -0.89 2.16 0.95
N -0.39 4.11 1.75
N -0.13 -4.46 -0.65
N -1.63 3.78 2.13
C 0.86 -1.66 -0.58
C -3.59 2.95 4.49
C -0.67 -0.78 2.76
C -2.39 4.67 3.03
C 2.21 -2.40 1.35
C 3.96 1.90 -3.37
C -2.55 4.07 4.43
C -0.54 -4.45 -3.45
C -1.45 -3.68 -2.54
C 0.86 -4.06 0.21
C -3.33 -2.22 -2.12
C 2.81 -3.37 2.14
C -1.19 -3.67 -1.17
C -1.93 2.58 1.64
C -1.99 -2.97 -0.28
C -2.86 -2.90 -4.49
C 2.14 0.92 4.34
C 0.66 1.82 -3.65
C 1.26 -2.73 0.38
C -2.54 -2.94 -3.02
C -1.45 0.75 -2.11
C 0.50 0.06 3.12
C -0.88 3.55 -2.02
C 2.20 1.43 3.08
C -1.21 3.62 5.00
C 3.85 -0.92 -3.31
C 2.44 -4.70 1.94
C -3.06 -2.24 -0.76
C 1.49 -5.03 1.01
C 1.52 0.58 -3.86
B 3.15 1.56 0.07
H 2.90 2.14 2.67
H -0.10 -5.42 -0.93
H -3.71 -1.70 -0.08
H 3.57 -3.10 2.86
H -0.46 -1.83 2.98
H 4.13 -0.79 -4.35
H 0.77 -0.51 5.11
H -0.16 4.35 -1.86
H -1.07 -0.27 -2.04
H 4.75 -1.08 -2.71
H -1.55 -0.48 3.33
H -0.70 -5.53 -3.37
H -4.51 3.22 3.98
H 3.22 -1.80 -3.21
H 4.96 1.83 -2.95
H -1.82 5.59 3.07
H -4.17 -1.65 -2.50
H 3.57 2.88 -3.07
H -2.86 2.07 1.77
H -3.83 2.72 5.53
H -0.80 2.78 4.44
H -0.69 -4.18 -4.50
H 1.91 0.55 -4.88
H -0.47 4.43 4.99
H -2.03 -2.52 -5.08
H -3.35 4.88 2.56
H 2.76 1.08 5.20
H -0.20 1.82 -4.33
H -0.87 -0.70 1.70
H -1.36 3.69 -2.99
H 0.93 -0.32 -3.69
H 0.51 -4.26 -3.20
H 4.03 1.86 -4.46
H 1.23 2.73 -3.84
H 2.90 -5.49 2.53
H 1.18 -6.07 0.89
H -2.92 4.91 5.04
H -3.20 2.03 4.05
H -1.78 -3.02 0.78
H -1.65 3.62 -1.25
H -3.72 -2.25 -4.67
H -2.16 0.90 -1.29
H -1.33 3.29 6.03
H -1.97 0.88 -3.06
H 2.54 -1.37 1.43
H -3.10 -3.89 -4.88
```

The calculation puts the energy above the lowest of the compared OMol25 structures with the same formula, charge and spin at 24.46 kcal per mole. The charge is +1. For the lowest unoccupied orbital energy, the calculation gives -2.2 eV. The orbital gap is 7.4 eV.